Entry 1:
26
Properties=species:S:1:pos:R:3:nbo_charge:R:1 method="wB97M-V/def2-TZVPD" de_lowest_ev=5.745 gap_ev=9.01 homo_energy_ev=-8.45
C -1.19966 1.02529 1.34212 0.657
C 0.53680 -2.20406 0.94380 -0.316
C 0.02447 -2.50674 -0.26076 -0.456
C -2.04764 0.54256 0.32113 0.041
C 1.35333 2.61021 1.58003 -0.650
C 0.85603 -2.72583 -2.81216 -0.835
C -0.04199 2.84577 2.24723 -0.088
N -1.88281 0.99470 -0.85422 -0.651
O -0.43955 0.34835 2.04040 -0.620
O 0.15810 -0.25611 -2.08007 -0.946
O -1.69857 -1.86024 -2.25553 -0.927
O -1.10765 2.35327 1.43601 -0.515
S -0.30927 -1.64419 -1.93480 2.100
H 0.96114 -2.94105 1.59510 0.202
H 0.77102 -1.30053 1.39216 0.239
H -0.08257 -3.57145 -0.56469 0.204
H 1.77884 3.56523 1.27639 0.204
H 2.21574 2.26785 2.28792 0.230
H 1.07266 2.07788 0.58113 0.225
H 1.86853 -2.45965 -2.63167 0.253
H 0.66575 -3.76161 -2.68161 0.241
H 0.54046 -2.34825 -3.74889 0.237
H -0.18567 3.95553 2.25398 0.193
H -0.07382 2.46567 3.35047 0.205
H -1.24764 1.83960 -1.19140 0.371
H -2.48600 0.68781 -1.63204 0.403

=====

Entry 2:
71
Properties=species:S:1:pos:R:3:mulliken_spin:R:1 method="wB97M-V/def2-TZVPD" charge=-1 gap_ev="1.50 / 7.23" homo_energy_ev="0.59 / -5.15" spin_multiplicity=2
C -9.46489 12.40679 15.78320 -0.004
C -10.60163 12.84386 14.85933 0.008
O -10.99340 14.10822 15.25068 0.013
C -11.89425 14.86532 14.53341 -0.294
O -12.16141 14.75953 13.30566 0.011
O -12.12576 15.91189 15.36743 0.012
C -12.83231 17.06958 14.86516 0.148
H -9.66001 12.61306 16.83557 0.003
H -8.46970 12.79552 15.56737 -0.001
H -9.38116 11.32072 15.82229 -0.001
H -11.49919 12.22584 14.88256 0.006
H -10.31277 13.02305 13.82369 0.007
H -12.13459 17.67067 14.28209 0.019
H -13.12810 17.67213 15.72396 -0.005
H -13.67003 16.78533 14.22835 -0.013
C -15.15164 11.61034 13.65514 0.126
C -15.04148 13.14806 13.91496 0.116
O -14.68735 13.52624 15.27977 -0.143
C -15.50061 13.05909 16.39935 1.087
O -16.57793 12.56882 16.22293 -0.037
C -14.74232 13.18821 17.75583 -0.007
F -13.69829 13.98685 17.69725 -0.018
F -15.59845 13.63892 18.70528 -0.118
F -14.37779 11.94642 17.99626 0.030
H -14.30382 10.98406 13.93278 0.001
H -15.19323 11.44404 12.57871 -0.043
H -16.07709 11.18477 14.04314 0.025
H -15.99808 13.62568 13.70309 -0.025
H -14.32434 13.76361 13.37191 -0.026
C -3.80383 18.65453 15.45500 0.000
C -5.20005 18.42329 16.13479 0.006
O -6.10895 17.86535 15.20632 -0.003
C -7.33285 17.39792 15.63898 0.013
O -7.67328 17.41843 16.82368 -0.003
C -8.34535 16.83790 14.57149 -0.005
F -7.62899 16.41903 13.55509 -0.002
F -8.93253 15.79136 15.15238 0.002
F -9.30290 17.72861 14.30371 -0.001
H -3.33842 17.72062 15.13986 0.000
H -3.07283 19.19145 16.05953 -0.001
H -3.88519 19.26957 14.55879 0.000
H -5.57593 19.42952 16.32000 0.000
H -5.16990 17.72599 16.97203 0.000
C -14.41903 18.03784 20.00135 0.063
C -13.58748 17.66008 18.66236 0.206
O -12.33316 18.37484 18.66289 -0.079
C -12.23362 19.59856 18.17881 0.018
O -13.24054 20.23777 17.79644 -0.018
C -10.80411 20.19723 17.98739 0.005
F -10.53793 20.44104 16.69290 -0.003
F -10.63516 21.23390 18.87126 -0.001
F -9.91010 19.22190 18.40239 -0.002
H -14.91667 18.99593 19.85130 0.011
H -13.87991 17.99437 20.94768 0.004
H -15.33953 17.49273 20.21024 -0.059
H -14.08732 17.96439 17.74276 -0.018
H -13.26942 16.63463 18.47423 0.011
C -10.12194 12.63731 22.27531 0.004
C -9.38575 13.89831 21.97518 0.006
O -9.35872 14.15745 20.65322 -0.010
C -10.23862 15.08522 20.07141 -0.002
O -11.05777 15.77201 20.66055 -0.012
C -10.02868 15.16687 18.47653 -0.017
F -10.99021 14.30354 18.04874 0.002
F -10.23262 16.36714 17.94387 0.006
F -8.80850 14.72890 18.12292 0.000
H -10.15270 12.56470 23.36246 -0.002
H -9.56722 11.73934 22.00325 0.001
H -11.17615 12.72859 22.01377 -0.001
H -8.33426 13.82306 22.25229 0.001
H -9.87459 14.72347 22.49311 0.002

=====

Entry 3:
96
Properties=species:S:1:pos:R:3:lowdin_charge:R:1 method="wB97M-V/def2-TZVPD" gap_ev=8.67 homo_energy_ev=-8.47 smiles="C[C@@H](COC(=O)CSc1cc(I)cc2c1Sc1cc(I)cc(N)c1N2)OC(=O)CS.COCCNCCOC.COCCNCCOC"
C 6.28986 -1.05563 3.02453 -0.011
C 6.98986 -0.99716 1.68384 -0.319
C 6.49034 -2.07905 0.74275 -0.116
O 7.46282 -3.13211 0.76121 0.015
C 7.35909 -4.09782 -0.17154 -0.590
O 8.26302 -4.36652 -0.86682 0.180
C 6.08096 -4.88307 -0.21401 -0.341
S 4.92363 -4.06223 -1.34057 0.974
C 3.42023 -4.82385 -0.85275 -0.538
C 3.33671 -6.20010 -0.61209 -0.163
C 2.11722 -6.75743 -0.25334 -0.720
I 1.97774 -8.80971 0.10992 0.880
C 0.96651 -5.98592 -0.14207 -0.086
C 1.03583 -4.61879 -0.38232 -0.250
C 2.26801 -4.03086 -0.71734 -0.459
S 2.34504 -2.28681 -0.95439 1.024
C 1.12291 -1.80012 0.21924 -0.452
C 1.30760 -0.59992 0.90560 -0.184
C 0.29947 -0.19548 1.77963 -0.750
I 0.49688 1.60947 2.77639 0.924
C -0.83778 -0.97076 1.98187 -0.100
C -0.99463 -2.19528 1.31175 -0.244
N -2.13462 -2.97787 1.55764 0.117
C 0.00249 -2.60632 0.41416 -0.214
N -0.16914 -3.85198 -0.27472 0.058
O 6.71080 0.29837 1.14716 -0.010
C 7.48286 0.66126 0.11509 -0.587
O 8.64586 0.45717 0.07413 0.158
C 6.81799 1.39529 -1.00462 -0.434
S 5.04741 1.74333 -0.82014 0.738
H 5.21961 -1.05139 2.85723 0.084
H 6.50859 -0.14862 3.57169 0.089
H 6.58310 -1.93744 3.57343 0.092
H 8.04509 -1.14056 1.87290 0.150
H 5.52952 -2.44197 1.08677 0.120
H 6.35339 -1.68772 -0.25787 0.127
H 5.66294 -5.00023 0.77590 0.107
H 6.35503 -5.83598 -0.63478 0.086
H 4.20626 -6.82331 -0.71479 0.089
H 0.02464 -6.42090 0.13533 0.100
H 2.18673 -0.00120 0.75468 0.083
H -1.59148 -0.62278 2.65578 0.086
H -2.97750 -2.41109 1.51496 0.087
H -2.22672 -3.67609 0.83046 0.076
H -0.46592 -3.63366 -1.22512 0.145
H 6.97631 0.80839 -1.89676 0.093
H 7.31720 2.34345 -1.11472 0.077
H 4.58064 1.03815 -1.84985 -0.154
C -4.26958 4.34833 1.90716 -0.097
O -5.40331 3.92213 2.65941 -0.194
C -6.62332 4.11451 1.94874 -0.216
C -7.19652 2.78889 1.49739 -0.214
N -6.33641 2.20602 0.47862 -0.041
C -6.62739 0.82285 0.13640 -0.198
C -6.51366 -0.21938 1.23937 -0.228
O -5.20743 -0.41456 1.75095 -0.192
C -4.85627 0.49697 2.78440 -0.091
H -3.39813 4.31039 2.55992 0.092
H -4.09275 3.69268 1.05309 0.048
H -4.39956 5.37849 1.55873 0.091
H -6.46811 4.77222 1.08881 0.119
H -7.33189 4.60293 2.62405 0.121
H -8.20063 2.93817 1.08892 0.124
H -7.28678 2.15028 2.38744 0.102
H -5.38019 2.26123 0.80408 0.059
H -5.93618 0.54775 -0.66545 0.115
H -7.63731 0.75860 -0.28116 0.119
H -6.82144 -1.17791 0.81278 0.121
H -7.19788 -0.01578 2.07038 0.111
H -5.73095 0.79889 3.36274 0.086
H -4.35679 1.38926 2.39708 0.074
H -4.16776 -0.01240 3.45530 0.083
C -0.19219 4.84238 -4.07530 -0.115
O -0.90231 3.67979 -4.45247 -0.194
C -0.15875 2.47251 -4.34945 -0.217
C -0.68972 1.59524 -3.23882 -0.215
N -0.40912 2.17010 -1.93092 -0.038
C -1.07434 1.50554 -0.81337 -0.202
C -2.59868 1.52537 -0.78956 -0.198
O -3.16343 2.81596 -0.59329 -0.223
C -3.29088 3.59457 -1.77047 -0.081
H -0.80780 5.69859 -4.34469 0.088
H 0.00151 4.87864 -2.99740 0.079
H 0.76081 4.91565 -4.60740 0.088
H 0.90566 2.67995 -4.20657 0.122
H -0.27415 1.94044 -5.29814 0.122
H -0.21023 0.61294 -3.30272 0.123
H -1.76583 1.45674 -3.41673 0.106
H -0.67995 3.14481 -1.93664 0.070
H -0.69618 1.98081 0.09959 0.060
H -0.73928 0.46488 -0.78718 0.107
H -2.92611 0.91843 0.06177 0.114
H -3.03273 1.05845 -1.68266 0.114
H -3.47048 2.97230 -2.64965 0.091
H -2.41141 4.22199 -1.94014 0.075
H -4.14655 4.25621 -1.63031 0.091

=====

Entry 4:
20
Properties=species:S:1:pos:R:3:nbo_charge:R:1 method="wB97M-V/def2-TZVPD" de_lowest_ev=0.943 gap_ev=10.02 homo_energy_ev=-9.59
C 0.33023 2.13268 0.75624 0.641
C 1.32826 1.07099 1.31461 -0.167
C 2.45844 0.86352 0.30948 -0.603
C -2.63471 -0.77643 -1.29041 -0.669
C -1.26606 -1.07930 -0.79028 -0.389
N -0.92702 1.65611 0.64895 -0.894
N 0.57715 -0.15106 1.52910 -0.855
O 0.68827 3.24994 0.48632 -0.579
O -2.01733 -0.29530 1.92648 -0.906
S -1.00132 0.14043 1.01691 2.006
H 1.73084 1.46598 2.25374 0.219
H 2.05852 0.43763 -0.60861 0.203
H 3.21145 0.19050 0.71632 0.210
H 2.90981 1.82993 0.08834 0.237
H -3.37125 -0.96040 -0.50836 0.236
H -2.70530 0.26127 -1.60980 0.234
H -2.86931 -1.41966 -2.14328 0.231
H -0.44613 -0.72892 -1.40042 0.211
H -1.11579 -2.07010 -0.38736 0.214
H 0.65983 -0.58014 2.43657 0.419

=====

Calculated M in order - 207.3, 672.4, 954.8, 162.2 g mol⁻¹